Record 1
CH2F3NO | wB97M-V/def2-TZVPD

Atoms and positions in Å:
N: -0.107 -0.261 0.061
C: -0.976 -0.146 1.150
F: -2.001 0.715 0.907
F: -0.361 0.355 2.254
O: -1.424 -1.407 1.358
F: -2.332 -1.500 2.439
H: -0.428 0.211 -0.769
H: 0.856 -0.069 0.286

Atoms 1-3, force components in eV/Å:
0.02 0.00 -0.02
0.21 1.83 0.23
-0.04 -0.35 -0.11

For the molar mass, the calculation gives 101.0 g/mol. The HOMO energy comes out at -0.42367 Eh. As for the total energy: -468.790966 a.u. For the energy relative to the best compared isomer or geometry (same formula, charge and spin), the calculation gives 138.29 kJ/mol.



Record 2
CH2F3NO | wB97M-V/def2-TZVPD

Atoms and positions in Å:
N: 0.071 0.420 0.332
O: -1.212 0.858 -0.228
C: -2.396 0.023 -0.132
F: -3.437 0.778 -0.375
F: -2.531 -0.522 1.057
F: -2.409 -0.966 -0.978
H: 0.621 1.197 0.448
H: -0.313 0.084 1.270

Atoms 1-3, force components in eV/Å:
-4.06 -4.92 1.34
-1.80 0.37 -0.63
2.71 1.14 0.14

For the molar mass, the calculation gives 101.0 g/mol. The HOMO energy comes out at -0.37420 Eh. As for the total energy: -468.833975 a.u. For the energy relative to the best compared isomer or geometry (same formula, charge and spin), the calculation gives 25.37 kJ/mol.



Record 3
CH2F3NO | wB97M-V/def2-TZVPD

Atoms and positions in Å:
N: -0.413 0.290 -0.260
O: 0.613 1.240 -0.682
C: 1.970 0.999 -0.627
F: 2.602 2.097 -0.945
F: 2.314 -0.030 -1.437
F: 2.444 0.513 0.519
H: 0.119 -0.575 -0.295
H: -0.552 0.643 0.681

Atoms 1-3, force components in eV/Å:
1.80 0.61 -0.48
0.75 1.45 -0.56
-1.24 -2.21 0.04

For the molar mass, the calculation gives 101.0 g/mol. The HOMO energy comes out at -0.40570 Eh. As for the total energy: -468.843639 a.u. For the energy relative to the best compared isomer or geometry (same formula, charge and spin), the calculation gives 0.00 kJ/mol.



Which of these has the highest energy relative to the best compared isomer or geometry (same formula, charge and spin)? number 1